# 1
Molecular formula: C16H28N4
Method: DFT, ωB97M-V/def2-TZVPD

XYZ file:
```
48
Properties=species:S:1:pos:R:3:lowdin_charge:R:1
C -2.033 4.638 0.287 -0.10
C -1.562 4.096 -1.049 -0.28
C -2.040 4.980 -2.186 -0.21
C -3.389 4.694 -2.660 -0.23
N -4.469 4.490 -3.028 0.14
H -2.090 3.918 1.104 0.07
H -3.069 4.964 0.190 0.08
H -1.309 5.392 0.595 0.08
H -1.916 3.093 -1.288 0.10
H -0.475 4.021 -1.033 0.11
H -1.284 5.024 -2.970 0.12
H -2.055 6.044 -1.952 0.12
C 2.255 0.433 -3.527 -0.12
C 3.731 0.390 -3.739 -0.25
C 4.453 -0.397 -2.600 -0.17
C 4.345 0.096 -1.211 -0.26
N 4.224 0.457 -0.145 0.14
H 2.024 0.673 -2.489 0.04
H 1.846 -0.560 -3.714 0.08
H 1.761 1.174 -4.155 0.08
H 4.200 1.371 -3.799 0.10
H 3.949 0.056 -4.754 0.11
H 5.533 -0.281 -2.682 0.11
H 4.188 -1.454 -2.569 0.10
C -0.295 0.500 -0.547 -0.09
C -0.004 -0.169 0.796 -0.23
C 0.168 -1.676 0.730 -0.19
C 1.296 -2.123 -0.116 -0.22
N 2.103 -2.532 -0.813 0.15
H -0.348 1.589 -0.534 0.05
H -1.219 0.226 -1.057 0.08
H 0.459 0.318 -1.313 0.04
H -0.797 0.092 1.497 0.10
H 0.885 0.244 1.272 0.11
H -0.676 -2.208 0.293 0.10
H 0.413 -2.205 1.652 0.10
C -0.470 -4.719 4.636 -0.11
C -1.281 -3.470 4.353 -0.25
C -2.585 -3.853 3.705 -0.22
C -2.493 -4.118 2.275 -0.21
N -2.417 -4.323 1.124 0.14
H 0.148 -5.067 3.808 0.08
H -1.127 -5.527 4.956 0.07
H 0.115 -4.580 5.545 0.07
H -0.802 -2.694 3.755 0.10
H -1.521 -3.150 5.367 0.11
H -3.398 -3.131 3.764 0.12
H -2.969 -4.732 4.223 0.12
```

Results
Electronic energy ... -23004.6775 eV
Charge ... 0
LUMO ... 0.52 eV
Structure (SMILES) ... CCCC#N.CCCC#N.CCCC#N.CCCC#N
Gap between HOMO and LUMO ... 0.435 hartree
Spin multiplicity ... 1
HOMO level ... -11.3124 eV
ΔE to the lowest compared entry with this formula, charge and spin ... 112.1 kJ/mol
Molecular weight ... 276.4 g/mol



# 2
Molecular formula: C16H28N4Pt
Method: DFT, ωB97M-V/def2-TZVPD

XYZ file:
```
49
Properties=species:S:1:pos:R:3:lowdin_charge:R:1
Pt 0.264 1.024 -0.900 0.60
C 3.273 0.983 -1.761 -0.22
C 2.912 0.500 -0.346 -0.22
N 1.877 1.269 0.403 -0.21
C 1.507 0.543 1.668 -0.18
C 0.697 -0.692 1.426 -0.21
C 1.168 -1.950 1.681 -0.09
C 0.610 -3.132 1.167 -0.12
C -0.235 -2.940 0.069 -0.09
C -0.753 -1.708 -0.224 -0.26
C -1.405 -1.283 -1.499 -0.17
N -0.572 -0.297 -2.282 -0.21
C 0.659 -0.959 -2.794 -0.22
C 1.708 -0.068 -3.482 -0.22
N 2.226 1.077 -2.761 -0.13
N -0.653 -0.696 0.832 -0.02
H 4.089 0.316 -2.083 0.11
H 3.707 1.983 -1.681 0.12
H 3.851 0.504 0.229 0.12
H 2.558 -0.531 -0.373 0.10
H 2.254 2.178 0.657 0.11
H 1.026 1.282 2.301 0.08
H 2.416 0.219 2.192 0.12
H 2.104 -2.003 2.231 0.11
H 1.026 -4.099 1.402 0.08
H -0.425 -3.750 -0.628 0.11
H -2.360 -0.775 -1.343 0.10
H -1.592 -2.177 -2.106 0.12
H -1.125 0.034 -3.068 0.11
H 0.376 -1.735 -3.522 0.12
H 1.101 -1.469 -1.939 0.10
H 1.280 0.319 -4.410 0.11
H 2.513 -0.762 -3.776 0.11
H 2.357 1.872 -3.361 0.10
C -1.346 1.914 2.435 -0.06
C -2.355 0.929 1.866 -0.56
C -3.453 0.641 2.890 -0.05
C -2.973 1.538 0.587 -0.06
C -1.816 -0.379 1.344 -0.03
H -1.858 2.853 2.652 0.09
H -0.564 2.100 1.699 0.04
H -0.897 1.548 3.361 0.09
H -3.962 1.570 3.159 0.09
H -3.039 0.201 3.799 0.09
H -4.199 -0.047 2.488 0.08
H -3.277 2.569 0.779 0.09
H -3.853 0.973 0.274 0.08
H -2.227 1.530 -0.221 0.03
H -2.618 -1.014 0.970 0.14
```

Results
Electronic energy ... -26248.0904 eV
Charge ... 0
LUMO (spin up / spin down) ... 0.44 / 0.44 eV
Gap between HOMO and LUMO (spin up / spin down) ... 0.211 / 0.210 hartree
Spin multiplicity ... 1
HOMO level (spin up / spin down) ... -5.2866 / -5.2851 eV
ΔE to the lowest compared entry with this formula, charge and spin ... 220.6 kJ/mol
Molecular weight ... 471.5 g/mol



# 3
Molecular formula: C16H28O2
Method: DFT, ωB97M-V/def2-TZVPD

XYZ file:
```
46
Properties=species:S:1:pos:R:3:lowdin_charge:R:1
O -1.731 -0.687 -2.208 -0.06
O 1.711 1.340 2.809 -0.08
C 3.195 -0.518 2.226 0.07
C -0.800 -0.426 -1.226 -0.22
C 2.073 0.286 2.015 -0.30
C 0.138 0.586 -1.310 0.00
C -2.326 1.034 -3.852 -0.08
C 1.947 2.956 4.569 -0.07
C 2.621 0.872 -0.967 -0.04
C 0.965 2.394 0.093 -0.05
C -0.047 -1.655 2.426 -0.03
C -1.292 0.414 1.665 -0.03
C -1.496 -0.214 -3.566 -0.23
C 2.582 1.703 3.916 -0.22
C -0.824 -1.390 -0.002 -0.05
C 1.152 -0.104 0.858 -0.17
C 1.210 0.940 -0.304 -0.47
C -0.257 -0.669 1.249 -0.46
H 3.868 -0.415 3.033 0.03
H 3.414 -1.406 1.626 0.07
H 0.117 1.224 -2.186 0.10
H -2.141 1.825 -3.106 0.08
H -2.168 1.443 -4.866 0.08
H -3.396 0.767 -3.846 0.08
H 2.688 3.379 5.290 0.09
H 1.032 2.694 5.092 0.07
H 1.642 3.702 3.826 0.07
H 3.439 1.131 -0.243 0.09
H 2.720 1.562 -1.777 0.07
H 2.836 -0.122 -1.382 0.09
H 1.835 2.828 0.591 0.08
H 0.126 2.562 0.782 0.08
H 0.716 2.969 -0.829 0.09
H 0.283 -1.105 3.300 0.08
H 0.775 -2.366 2.198 0.10
H -0.960 -2.181 2.641 0.08
H -0.939 1.032 2.518 0.09
H -1.600 1.083 0.835 0.09
H -2.206 -0.055 1.928 0.06
H -0.458 0.025 -3.743 0.10
H -1.823 -0.958 -4.262 0.11
H 2.629 0.904 4.659 0.12
H 3.610 1.886 3.556 0.12
H -0.239 -2.284 -0.244 0.13
H -1.859 -1.674 0.194 0.12
H 1.580 -0.970 0.366 0.13
```

Results
Electronic energy ... -21139.7282 eV
Charge ... 0
LUMO ... 0.83 eV
Structure (SMILES) ... C=C(OCC)[C@@H]1C(C)(C)C=C(OCC)CC1(C)C
Gap between HOMO and LUMO ... 0.329 hartree
Spin multiplicity ... 1
HOMO level ... -8.1278 eV
ΔE to the lowest compared entry with this formula, charge and spin ... 117.9 kJ/mol
Molecular weight ... 252.4 g/mol



# 4
Molecular formula: C16H29As2N2ReS7
Method: DFT, ωB97M-V/def2-TZVPD

XYZ file:
```
57
Properties=species:S:1:pos:R:3:lowdin_charge:R:1
Re 1.346 0.402 -0.834 0.11
C 3.346 0.002 3.427 -0.09
C 3.089 -0.020 1.963 -0.68
S 1.454 -0.161 1.474 0.69
C 4.082 0.026 1.002 -0.69
C 5.536 0.075 1.314 -0.08
S 3.647 0.045 -0.646 0.67
H 2.409 -0.009 3.976 0.07
H 3.893 0.905 3.694 0.11
H 3.943 -0.855 3.734 0.10
H 5.739 -0.182 2.349 0.09
H 5.921 1.081 1.134 0.11
H 6.095 -0.597 0.662 0.09
S 4.922 3.155 -3.113 0.18
As 2.900 2.722 -2.400 -0.16
S 1.693 1.078 -3.079 0.15
S 2.295 2.929 -0.348 0.17
S 3.323 4.458 -3.642 0.19
C -1.655 -3.197 2.395 0.02
C -1.635 -3.223 0.917 -0.23
C -2.525 -3.947 0.153 0.07
C -2.440 -3.887 -1.251 -0.26
N -1.495 -3.150 -1.828 0.14
C -0.652 -2.474 -1.094 -0.69
S 0.538 -1.531 -1.925 0.65
N -0.705 -2.487 0.266 0.13
C -3.392 -4.589 -2.129 0.01
H -2.675 -3.090 2.759 0.11
H -1.036 -2.393 2.783 0.08
H -1.285 -4.147 2.785 0.12
H -3.284 -4.546 0.630 0.14
H -0.019 -1.938 0.789 0.05
H -4.416 -4.388 -1.818 0.10
H -3.250 -5.667 -2.047 0.11
H -3.245 -4.290 -3.162 0.10
C -2.556 0.133 -2.304 -0.17
C -2.507 0.513 -0.827 -0.36
As -0.832 1.440 -0.248 1.07
C -1.290 1.670 1.669 -0.41
C -0.379 2.676 2.371 -0.16
C -1.104 3.295 -0.859 -0.40
C -0.938 3.519 -2.359 -0.15
H -3.284 -0.657 -2.475 0.08
H -1.590 -0.228 -2.654 0.01
H -2.845 0.983 -2.915 0.07
H -2.626 -0.372 -0.189 0.06
H -3.325 1.207 -0.583 0.09
H -1.207 0.691 2.152 0.04
H -2.336 2.003 1.727 0.09
H 0.665 2.471 2.141 0.02
H -0.511 2.614 3.448 0.09
H -0.613 3.694 2.066 0.08
H -0.394 3.920 -0.310 0.04
H -2.121 3.562 -0.532 0.09
H 0.121 3.650 -2.611 0.02
H -1.462 4.423 -2.659 0.09
H -1.327 2.684 -2.940 0.05
```

Results
Electronic energy ... -219684.4089 eV
Charge ... +2
LUMO (spin up / spin down) ... -8.22 / -8.25 eV
Gap between HOMO and LUMO (spin up / spin down) ... 0.206 / 0.206 hartree
Spin multiplicity ... 1
HOMO level (spin up / spin down) ... -13.8222 / -13.8562 eV
ΔE to the lowest compared entry with this formula, charge and spin ... 164.1 kJ/mol
Molecular weight ... 809.9 g/mol